This record from the Open Molecules 2025 dataset describes a cluster of 9 separate species, C36H86BF8N10O16S4 in total in a non-equilibrium geometry. The level of theory is ωB97M-V/def2-TZVPD.

Structure (XYZ):
```
161
Properties=species:S:1:pos:R:3:mulliken_charge:R:1
S -0.3586 0.8874 -0.4395 0.605
S -5.1684 0.2905 -1.2887 1.035
S 0.1016 0.6840 1.9978 0.973
S -5.5961 -2.0261 -1.7516 1.192
F 1.1919 3.8353 -2.1028 -0.497
F 1.4959 4.4905 -4.3259 -0.311
F 2.5155 2.5659 -3.5541 -0.261
F -6.4711 -2.9141 -2.7433 -0.384
F 0.9245 0.9469 -1.4034 -0.222
F -4.9675 1.5852 -2.2879 -0.320
F 3.2200 4.4966 -2.8967 -0.374
F 0.8761 1.7739 2.9686 -0.432
O -1.2279 0.6366 2.5668 -0.583
O 0.7021 -0.6468 5.4586 -0.267
O 4.9933 2.3688 1.7713 -0.396
O -6.7079 -5.5567 -0.6649 -0.234
O -6.3821 -2.2411 -0.5096 -0.616
O -0.4967 -0.6092 -0.3881 -0.604
O 0.9760 -0.4133 2.2027 -0.527
O 2.3567 -5.3996 -7.3951 -0.335
O 3.5063 -2.3998 -2.5278 -0.473
O 4.1910 -1.6597 8.6413 -0.308
O -4.3399 -2.7822 -1.9159 -0.651
O -6.0900 0.8080 -0.3365 -0.579
O -3.6147 -3.3095 2.6589 -0.536
O 4.2371 6.1196 0.3654 -0.363
O -3.8458 -0.0174 -0.7623 -0.149
O -1.4095 1.5473 -1.2143 -0.458
N 0.3163 1.7122 0.6504 -0.144
N -1.3514 5.1418 0.8308 0.519
N 2.3212 3.4944 0.1573 3.155
N -5.7724 -5.2750 2.5239 -0.108
N -1.7125 1.7559 -4.8861 0.303
N -1.4161 -0.3976 -4.2188 0.326
N -5.8271 -0.7203 -2.5436 -0.476
N 2.3790 -5.0814 -4.5393 -0.222
N -0.7512 6.1541 -1.1519 0.335
N 3.4750 -0.0372 6.4597 -0.193
C 1.9822 -5.8529 -8.7478 -0.717
C -5.9256 -3.7697 2.4101 -1.077
C -4.7989 -3.0051 1.8532 0.109
C -0.8650 4.9526 -0.4708 -0.711
C -1.2109 7.1088 -0.3028 -0.685
C 5.2532 -1.8238 9.5613 -0.689
C -6.6966 -6.4081 0.3620 -0.683
C 2.9415 -6.3580 -5.1445 -0.740
C 4.4967 -2.1296 7.2892 -0.751
C -0.6940 3.4830 -6.3009 -1.371
C 3.3420 -1.5644 6.3851 -0.452
C -2.4941 -2.3099 2.4009 -0.931
C 4.1830 1.8216 0.7666 -0.704
C -0.4092 6.4279 -2.5510 -0.567
C 3.6381 2.8026 -0.2409 -0.456
C -1.4520 3.1464 -5.0319 0.224
C -0.9335 -1.5666 -3.6487 -0.229
C -2.7965 -0.0952 -4.2213 -0.680
C 6.1099 3.1839 1.2890 -0.627
C -1.5569 6.4960 0.9556 -0.321
C -8.0314 -5.4305 -1.1684 -0.919
C -2.4082 4.5275 3.1573 -1.681
C 2.4390 -3.2175 -2.9131 -0.033
C -1.5891 4.1072 1.8532 0.616
C -2.9340 1.2032 -4.6361 -0.431
C 2.5851 0.7950 5.4523 -0.827
C 1.1173 0.6199 5.9046 -0.576
C 3.1010 -1.3719 -1.5726 -0.457
C -0.5825 -1.0442 5.6762 -0.624
C 2.9131 -4.6774 -3.1497 -0.745
C 4.9036 6.6877 1.5185 -0.785
C 2.5437 4.4991 1.2871 -0.060
C -0.7659 0.7691 -4.5748 -0.534
C -5.4877 -6.2814 1.2962 -0.636
C 2.8864 5.8409 0.7005 -1.190
C 2.2642 -6.5308 -6.4876 -0.383
B 2.0496 3.8591 -3.2523 -0.293
H 2.8169 1.8452 5.6300 0.399
H -6.1834 -3.2540 3.3352 0.370
H 4.9468 -1.5597 10.5734 0.251
H -3.5894 -0.8179 -4.0970 0.665
H -8.6856 -4.9116 -0.4677 0.366
H 0.9809 0.6836 6.9842 0.517
H 2.5801 -4.3240 -5.1765 0.459
H -5.2115 -7.2578 1.6942 0.446
H -2.3751 3.7258 -5.0498 0.447
H 4.6826 1.0665 0.1598 0.542
H -0.9233 -1.0453 6.7116 0.343
H -2.8051 3.6498 3.6672 0.372
H 1.6092 4.4818 1.8480 0.198
H -7.6057 -6.4865 0.9582 0.425
H 1.2488 -6.7458 -6.1547 0.360
H -1.0657 -0.2342 5.1299 0.180
H 2.8668 -7.3525 -6.8746 0.368
H 2.4637 -6.7460 -9.1461 0.322
H 4.0000 -4.7455 -3.1031 0.346
H -4.6462 -5.8400 0.7623 0.296
H -0.5258 4.5598 -6.2857 0.432
H -4.5925 -3.4484 0.8790 0.048
H -2.7923 -1.3270 2.7659 0.389
H 3.3177 4.0459 1.9065 0.553
H 5.7447 4.1302 0.8900 0.202
H 2.8468 0.5455 4.4241 0.376
H -0.9154 -2.4022 -4.3484 0.454
H -0.8352 -1.9982 5.2136 0.230
H 2.4412 6.5541 1.3942 0.617
H -1.2702 3.4659 -7.2260 0.349
H -2.4230 -1.9014 1.3929 0.398
H -5.0504 -1.9513 1.7340 0.444
H 5.9679 6.8857 1.3918 0.298
H 4.6985 6.1041 2.4160 0.335
H 3.3085 -1.7553 5.3124 0.441
H 2.3002 -4.9946 -9.3395 0.251
H -6.6389 -5.5427 2.9684 0.413
H 6.7365 2.6370 0.5846 0.374
H -5.1165 -5.3237 3.2904 0.402
H 1.3780 -5.1846 -4.4526 0.323
H 1.6543 2.7823 0.4186 -0.902
H 4.6218 -3.1962 7.4755 0.539
H -0.5952 3.7542 2.1284 -0.173
H 2.1243 -0.9396 -1.7904 -0.007
H 3.3206 0.3166 7.3931 0.437
H -0.7669 5.5695 -3.1196 0.058
H -3.8488 1.7702 -4.7261 0.486
H -1.7717 5.0766 3.8512 0.439
H -1.5086 -1.7705 -2.7454 0.223
H -1.5252 -2.6597 2.7573 0.354
H -6.7800 -7.4530 0.0630 0.576
H -1.2599 8.1518 -0.5788 0.495
H -6.7708 -3.7620 1.7218 0.408
H -1.8842 3.2419 1.2597 0.168
H 0.8960 -5.9434 -8.7428 0.314
H 4.4339 0.1979 6.2468 0.410
H 3.3957 1.2372 1.2426 -0.065
H 2.2177 6.1234 -0.1126 0.198
H 3.8153 -0.5682 -1.3942 0.197
H 4.0273 -6.2628 -5.1330 0.455
H 4.3481 3.5975 -0.4694 0.785
H 2.5587 -7.0942 -4.4378 0.335
H 0.0352 -1.3331 -3.2068 -0.377
H 0.3474 3.1620 -6.2776 0.360
H -0.5922 4.0077 -0.9171 0.446
H -3.3521 5.0542 3.0172 0.462
H -0.9263 7.3193 -2.9062 0.418
H -0.9504 3.4527 -4.1139 -0.369
H 2.8349 -1.7705 -0.5936 0.510
H 5.3641 -2.9080 9.5393 0.311
H -2.0352 6.9268 1.8228 0.524
H 1.8863 -2.9379 -3.8100 0.154
H 5.4513 -1.8031 6.8764 0.394
H 2.3609 -5.4093 -2.5601 0.412
H 4.5251 7.6993 1.6655 0.350
H 1.6429 -3.2246 -2.1686 0.350
H 0.3129 0.8125 -4.5982 0.508
H 6.1643 -1.3534 9.1914 0.296
H 1.9492 3.7787 -0.7377 -0.293
H 0.6760 6.4789 -2.6392 0.269
H -8.3727 -6.4032 -1.5228 0.421
H -8.2088 -4.8061 -2.0440 0.222
H 0.4724 1.3663 5.4409 0.380
H 2.4258 -1.8548 6.8993 0.215
H 6.8024 3.3264 2.1186 0.230
H 3.4100 2.3162 -1.1893 0.264
```

## Properties
HOMO level in eV: -14.102
LUMO level in eV: -5.50
Frontier orbital gap in Ha: 0.3161
Net charge: +3
Total energy in eV: -152116.997